Entry from OMol25: 2 unconnected molecules or ions with the total composition C3H3ClIN in a non-equilibrium geometry (ωB97M-V with the def2-TZVPD basis set).

```
9
Properties=species:S:1:pos:R:3:forces:R:3:nbo_charge:R:1
C 1.813514 -0.298263 0.033204 -2.068 -0.154 -3.424 -0.33
C 2.495858 0.479924 0.955746 -0.067 -0.758 0.354 0.18
Cl 0.462020 -1.301133 0.576069 0.654 0.369 0.252 0.02
H 0.530711 2.129344 -0.186038 -0.281 -1.090 -0.809 0.23
H 2.418998 -0.949085 -0.692568 -0.807 1.556 1.030 0.26
C 0.727446 1.426147 -1.040530 -0.830 -2.283 4.095 -0.51
N 3.058655 1.041941 1.771553 0.788 1.112 0.974 -0.28
I -0.817215 0.519450 -2.020348 0.007 0.364 -0.083 0.25
H 1.560791 1.714767 -1.516853 2.604 0.884 -2.389 0.18
```
Forces are in eV/Å.

## Properties
* HOMO (spin up / spin down): -9.23 / -9.23 eV
* LUMO level (spin up / spin down): -0.69 / -0.68 eV
* orbital gap (spin up / spin down): 8.546 / 8.547 eV

Entry from OMol25: C3H3ClN2 in the gas phase in a non-equilibrium geometry (ωB97M-V with the def2-TZVPD basis set).

```
9
Properties=species:S:1:pos:R:3:forces:R:3:nbo_charge:R:1
N 0.333160 1.183025 0.080939 3.560 -0.746 -0.034 -0.39
N -0.972685 -0.745996 0.146139 -0.767 0.022 -0.598 -0.36
H 0.458537 -2.149999 -0.127529 0.535 0.617 0.180 0.22
H -1.397246 0.861379 -1.082485 0.564 0.051 2.987 0.25
H -1.603604 1.120232 0.829245 -0.491 0.563 0.162 0.23
C 1.119628 0.131645 0.024703 -2.988 0.576 0.027 0.12
Cl 2.809382 -0.018907 0.072892 0.054 0.522 -0.117 0.07
C -0.981938 0.699574 0.067803 -1.034 -0.877 -2.987 -0.13
C 0.234763 -1.080955 -0.011704 0.567 -0.729 0.380 -0.01
```
Forces are in eV/Å.

## Properties
* HOMO: -10.54 eV
* LUMO level: 0.09 eV
* SMILES string: ClC1=NCN=C1
* orbital gap: 10.630 eV

Entry from OMol25: C3H3ClN2 in the gas phase in a non-equilibrium geometry (ωB97M-V with the def2-TZVPD basis set).

```
9
Properties=species:S:1:pos:R:3:forces:R:3:nbo_charge:R:1
C -0.479619 0.035031 -0.588085 0.140 0.744 -0.451 0.10
N -1.058879 -0.895601 0.195693 0.210 -0.335 0.502 -0.78
H -2.025861 -1.117370 0.026015 0.225 -0.113 0.099 0.40
H -0.653513 -1.147250 1.098275 -0.261 0.226 -0.506 0.41
H -1.020616 0.235568 -1.520774 0.218 0.112 0.431 0.22
C 1.438695 0.343134 0.799448 0.525 -0.625 1.609 0.25
C 0.669097 0.725806 -0.343537 -0.518 -1.119 0.340 -0.31
Cl 1.220271 1.924115 -1.442263 0.263 0.185 -0.139 0.04
N 1.910424 -0.103433 1.775227 -0.802 0.925 -1.887 -0.33
```
Forces are in eV/Å.

## Properties
* HOMO: -8.70 eV
* LUMO level: 0.63 eV
* SMILES string: N#C/C(Cl)=C\N
* orbital gap: 9.333 eV

Entry from OMol25: C3H3ClN2O2 in the gas phase (ωB97M-V with the def2-TZVPD basis set).

```
11
Properties=species:S:1:pos:R:3:forces:R:3:nbo_charge:R:1
C -1.595580 0.022024 -0.008511 0.182 -0.170 0.055 0.07
H 2.328785 -0.697997 0.029866 -0.220 -0.359 -0.011 0.49
C 0.385002 0.752727 -0.000459 -0.374 -0.221 -0.002 0.58
Cl -3.313275 0.079196 0.002459 0.164 -0.037 -0.015 0.03
N 0.468838 -0.588645 -0.005556 -0.354 0.303 -0.005 -0.07
O 1.606779 -1.356883 0.005982 0.480 0.366 -0.008 -0.50
N -0.854563 1.177090 0.003383 0.204 -0.366 -0.060 -0.52
H 1.276066 2.411056 -0.002014 0.036 -0.281 0.002 0.52
H -1.005712 -2.167165 -0.006973 0.004 0.373 -0.015 0.24
O 1.514971 1.470196 -0.005448 0.143 0.344 0.025 -0.68
C -0.811307 -1.101594 -0.012731 -0.265 0.047 0.034 -0.16
```
Forces are in eV/Å.

## Properties
* HOMO: -8.51 eV
* LUMO level: 0.39 eV
* SMILES string: Oc1nc(Cl)cn1O
* orbital gap: 8.895 eV

Entry from OMol25: a gas-phase ion, C3H3ClN2P (charge +1) in a non-equilibrium geometry (ωB97M-V with the def2-TZVPD basis set).

```
10
Properties=species:S:1:pos:R:3:forces:R:3:nbo_charge:R:1
H 1.344692 0.392810 1.714324 -1.844 -0.815 -1.264 0.32
P -0.035893 0.395242 -0.410271 1.369 -1.244 0.598 1.43
N -0.224788 -1.963974 -2.081886 -0.023 -1.545 -1.008 -0.04
N -2.573279 1.726715 -0.304276 -1.122 0.656 0.043 0.00
C -1.495841 1.353369 -0.313898 1.226 -1.256 0.118 -0.17
H -0.013426 -0.899777 1.860964 -0.308 1.601 -1.063 0.34
C 0.637612 -0.331662 1.112214 0.989 0.139 3.031 -1.05
Cl 1.355211 1.552131 -1.176384 -0.408 -0.301 -0.010 -0.02
H 1.305423 -1.203704 1.052793 0.196 0.261 -1.672 0.34
C -0.299711 -1.021150 -1.453580 -0.074 2.504 1.228 -0.15
```
Forces are in eV/Å.

## Properties
* HOMO: -18.00 eV
* net charge: +1
* LUMO level: -6.11 eV
* orbital gap: 11.895 eV

Entry from OMol25: 2 unconnected molecules or ions with the total composition C3H3ClN2Si in a non-equilibrium geometry (ωB97M-V with the def2-TZVPD basis set).

```
10
Properties=species:S:1:pos:R:3:forces:R:3:nbo_charge:R:1
H 0.519559 -1.579771 1.918336 -1.177 -0.762 0.343 0.28
N -2.222228 2.030507 0.626072 0.774 -0.934 -0.772 -0.21
Si -0.399858 -0.276537 -0.037491 0.742 1.472 -2.927 1.54
C 0.381061 1.116073 -2.173604 0.253 -1.245 1.353 -0.08
C 0.881906 -0.835402 1.247316 -3.039 -0.069 -1.143 -1.09
H 1.655538 -1.352399 0.786730 1.968 -0.020 -1.019 0.28
C -1.558315 1.184743 0.183381 -0.240 -0.326 1.459 -0.20
H 0.998793 -0.023789 1.870923 1.422 1.972 1.093 0.26
Cl -1.062030 -1.765175 -1.233237 -0.159 0.213 0.563 -0.29
N 0.805574 1.501749 -3.188427 -0.543 -0.301 1.051 -0.48
```
Forces are in eV/Å.

## Properties
* HOMO: -10.73 eV
* LUMO level: -1.46 eV
* orbital gap: 9.271 eV

Entry from OMol25: C3H3ClN4O2 in the gas phase in a non-equilibrium geometry (ωB97M-V with the def2-TZVPD basis set).

```
13
Properties=species:S:1:pos:R:3:forces:R:3:nbo_charge:R:1
C 1.200706 -0.014168 0.444404 -1.544 -0.219 -1.436 0.08
H -2.322648 0.524236 -0.465571 -0.969 -0.114 -0.195 0.23
C -1.942408 -0.345453 -0.978927 0.343 0.103 -1.706 -0.42
H -2.266785 -1.317005 -0.656272 -0.790 -0.085 0.267 0.24
N 0.028415 -1.513850 -0.466431 0.025 -0.450 -1.355 -0.04
N 2.104834 0.385774 1.409019 0.330 2.529 -0.378 0.52
O 1.866032 1.465331 1.911802 -0.448 0.878 0.787 -0.40
Cl -0.446686 2.342408 -0.069326 0.528 -1.655 0.008 0.10
N -0.557974 -0.339706 -0.654701 -0.401 0.755 0.599 -0.17
H -1.989409 -0.306206 -2.083950 -0.646 0.291 0.570 0.22
N 1.147913 -1.318420 0.093962 0.366 0.433 1.379 -0.17
C 0.100394 0.684477 -0.081030 1.079 -0.531 0.744 0.13
O 3.077615 -0.247419 1.597021 2.126 -1.935 0.715 -0.32
```
Forces are in eV/Å.

## Properties
* HOMO: -10.52 eV
* LUMO level: -0.36 eV
* SMILES string: Cn1nnc([N+](=O)[O-])c1Cl
* orbital gap: 10.159 eV

Entry from OMol25: a gas-phase ion, C3H3ClNO (charge +1) in a non-equilibrium geometry (ωB97M-V with the def2-TZVPD basis set).

```
9
Properties=species:S:1:pos:R:3:forces:R:3:nbo_charge:R:1
O 0.994981 -2.214809 -0.081657 0.000 -0.103 0.313 -0.03
H -1.610952 -0.988520 0.162928 -0.768 -3.489 0.391 0.22
C 1.313129 0.109083 0.130570 -3.089 0.478 -0.519 0.06
N 1.251268 -1.109105 0.083085 0.637 -0.553 -0.336 0.36
H -0.098040 1.612300 -0.092106 -0.212 2.182 -0.289 0.23
C -0.359639 0.617863 -0.003332 0.511 -1.720 0.236 -0.11
H -2.450018 0.719463 -0.123654 1.668 -1.698 0.076 0.30
C -1.540596 -0.005925 -0.028890 1.150 5.262 -0.159 -0.31
Cl 2.499867 1.259646 -0.046941 0.103 -0.360 0.288 0.27
```
Forces are in eV/Å.

## Properties
* HOMO: -15.79 eV
* net charge: +1
* LUMO level: -7.52 eV
* SMILES string: C=CC(Cl)=[N+]=O
* orbital gap: 8.275 eV